A structure of composition C25H16CuN3SSe at a distorted geometry, computed with the ωB97M-V functional and the def2-TZVPD basis.

XYZ file:
```
47
Properties=species:S:1:pos:R:3:forces:R:3
Cu -0.1094 -1.4596 -0.1370 0.12 0.34 0.62
S 3.9961 -1.2232 1.3414 -1.14 -0.11 -0.70
C 4.0439 -1.3561 -0.4168 -0.67 0.15 0.51
C 5.1397 -1.1140 -1.2288 -0.01 0.00 -1.12
C 4.9426 -1.1306 -2.6104 0.06 0.28 -0.22
C 3.6541 -1.3167 -3.1809 0.14 -0.17 0.48
C 2.5670 -1.6094 -2.3547 1.43 0.36 1.84
C 2.7356 -1.6015 -0.9212 2.18 0.42 -1.76
N 1.7823 -1.6879 0.0484 0.90 0.37 0.95
C 2.2594 -1.4560 1.2627 -0.49 -0.69 -0.15
C 1.2682 -1.4609 2.3722 0.26 -0.04 -0.06
C 1.5886 -1.4721 3.7342 -0.23 0.55 0.10
C 0.5527 -1.3637 4.6764 0.42 -0.14 -0.51
C -0.7664 -1.3368 4.2269 -0.59 -0.06 1.19
C -1.0671 -1.3906 2.8762 0.63 -0.09 0.10
C -0.0721 -1.4448 1.9383 1.04 -0.03 -1.07
H 6.1223 -0.8252 -0.8612 -0.26 -0.28 0.20
H 5.8284 -0.9386 -3.2497 -0.84 -0.05 0.35
H 3.5104 -1.1779 -4.2693 0.09 -0.35 0.82
H 1.5985 -1.8057 -2.7091 -1.13 0.01 -0.70
H 2.6280 -1.4809 4.0650 -0.18 -0.04 -0.06
H 0.7918 -1.2883 5.7378 -0.13 -0.13 -0.28
H -1.5875 -1.3040 4.9774 0.65 0.08 -0.62
H -2.0458 -1.3972 2.4888 -1.33 0.07 0.05
N -7.1637 -0.7359 -1.9157 3.95 -0.65 0.86
C -6.0103 -0.9007 -1.6809 -4.22 0.72 -1.11
C -4.6166 -1.0463 -1.4180 0.73 0.50 0.37
C -4.0372 -2.3066 -1.3876 0.59 -0.57 -0.64
C -2.6687 -2.4594 -1.0506 -1.18 0.76 -0.01
C -1.8641 -1.3308 -0.7634 -1.32 -0.26 0.07
C -2.4756 -0.0606 -0.8271 -1.42 -0.43 -0.67
C -3.8392 0.0944 -1.1496 0.96 -1.40 0.28
H -4.6742 -3.1099 -1.7951 0.57 0.03 0.71
H -2.2815 -3.4690 -0.9646 0.11 0.07 -0.15
H -1.9009 0.8292 -0.6830 0.43 0.37 0.21
H -4.3259 1.0344 -1.1985 -0.13 0.90 0.05
Se 1.0970 1.7180 -1.1581 0.38 -1.24 -0.58
C 0.2226 3.2730 -0.6778 0.56 0.27 1.72
C -0.6060 4.0286 -1.4896 -0.89 -0.45 -1.47
C -1.1898 5.1842 -0.9985 -0.33 -0.41 -0.17
N -0.9849 5.6291 0.2386 -1.21 1.22 -0.30
C -0.2598 4.9037 1.0598 0.96 -1.25 -0.40
C 0.3918 3.7393 0.6550 -0.64 0.01 0.28
H -0.8994 3.6089 -2.4953 0.49 0.71 1.10
H -1.9621 5.6855 -1.6103 0.65 0.08 0.35
H -0.2045 5.2194 2.0914 0.08 0.21 0.18
H 0.8917 3.1132 1.4123 -0.04 0.40 -0.64
```
Forces are in eV/Å.

As for the spin multiplicity: 2. The energy above the lowest of the compared OMol25 structures with the same formula, charge and spin comes out at 55.4 kJ/mol. The molar mass is 533.00 g mol⁻¹. The net charge is -1. Its HOMO-LUMO gap (spin up / spin down) is 5.50 / 5.36 eV.

A structure of composition C31H39F9NO4SnTe, computed with the ωB97M-V functional and the def2-TZVPD basis.

XYZ file:
```
86
Properties=species:S:1:pos:R:3:forces:R:3
Sn 1.5974 -0.2304 3.1600 0.11 -0.11 0.15
C -3.0963 1.3470 4.2369 0.01 0.02 0.00
C -3.5433 0.0104 3.6482 0.00 0.01 0.01
C -2.3284 -0.8526 3.9292 -0.01 0.10 0.10
O -1.2071 0.0080 3.6942 -0.09 -0.03 0.01
C -1.6086 1.3762 3.8903 0.00 -0.01 -0.07
H -3.2413 1.3487 5.3186 0.00 -0.01 0.01
H -3.6279 2.2020 3.8216 0.00 0.01 0.01
H -3.6965 0.1030 2.5708 -0.01 0.00 0.00
H -4.4531 -0.3813 4.1016 -0.01 0.00 0.00
H -2.2313 -1.7211 3.2874 -0.02 -0.01 -0.03
H -2.3223 -1.1865 4.9729 0.00 -0.02 0.00
H -1.4235 1.9151 2.9591 -0.01 0.00 -0.01
H -0.9905 1.8205 4.6712 0.01 0.01 -0.01
F 1.9766 -5.7914 2.8004 0.00 0.02 -0.02
C 2.2294 -4.5540 2.3547 0.01 0.01 -0.01
F 2.4940 -4.6445 1.0394 0.02 0.01 0.02
F 3.3481 -4.1316 2.9513 -0.01 0.00 -0.03
C 1.0536 -3.5485 2.6101 0.05 -0.18 0.40
O 1.5081 -2.2978 2.5050 -0.10 0.10 -0.59
C 0.5040 -3.8202 4.0518 -0.02 0.02 -0.03
F 1.5139 -3.9493 4.9205 0.02 -0.01 0.02
F -0.2551 -4.9212 4.1401 0.00 -0.01 -0.02
F -0.2387 -2.7869 4.4644 0.02 -0.01 0.00
C -0.0715 -3.8558 1.5743 0.02 0.03 -0.02
F -0.2833 -5.1643 1.3938 0.00 -0.06 0.01
F 0.2346 -3.3289 0.3853 0.01 -0.01 -0.02
F -1.2400 -3.3141 1.9586 0.05 -0.08 0.06
C 4.2042 1.8977 1.7720 0.00 0.12 -0.02
O 4.2302 0.6166 1.1114 0.08 -0.17 0.04
C 3.4726 -0.3480 1.5076 0.08 0.23 -0.01
C 3.7668 -1.5670 0.7201 -0.12 0.03 0.02
H 3.7863 2.6176 1.0704 -0.01 -0.02 0.03
H 5.2395 2.1494 1.9883 -0.02 -0.01 0.00
H 3.5995 1.8657 2.6719 -0.03 -0.02 0.02
H 4.4467 -1.3828 -0.1124 0.00 -0.01 -0.01
H 2.8307 -2.0269 0.3998 0.02 -0.03 0.02
H 4.2011 -2.2873 1.4201 0.00 -0.03 0.01
C 0.5171 3.1543 0.7708 -0.01 -0.01 0.00
C 0.8901 2.0212 1.6968 -0.07 -0.02 -0.02
O 1.3373 2.3154 2.8381 -0.03 0.00 -0.06
N 0.7369 0.7411 1.3523 0.21 0.02 0.09
Te 0.6489 -0.0809 -0.7628 -0.37 0.16 -0.07
C -1.2568 0.8396 -1.0125 0.05 0.02 -0.04
C -1.4660 1.9933 -1.7743 -0.08 -0.02 -0.03
C -0.3977 2.7398 -2.5256 0.08 -0.02 0.03
C -2.7628 2.5050 -1.8586 -0.03 -0.03 0.01
C -3.8424 1.9071 -1.2304 0.04 0.03 -0.02
C -5.2290 2.4785 -1.3389 0.01 0.00 0.00
C -3.6065 0.7557 -0.4890 0.03 -0.04 0.02
C -2.3349 0.2142 -0.3681 0.02 -0.07 0.04
C -2.1378 -1.0403 0.4322 -0.07 -0.01 -0.01
C 1.0792 0.0636 -2.9073 0.11 -0.07 0.05
C 2.1876 0.7675 -3.3701 0.01 0.03 0.02
C 3.1255 1.5351 -2.4699 -0.03 -0.02 0.02
C 2.4447 0.8008 -4.7411 0.02 0.00 -0.01
C 1.6353 0.1431 -5.6504 0.01 0.01 0.00
C 1.9194 0.1858 -7.1269 -0.01 0.00 0.00
C 0.5528 -0.5812 -5.1602 -0.02 0.01 0.02
C 0.2612 -0.6445 -3.8039 0.03 0.02 -0.03
C -0.9096 -1.4814 -3.3559 0.03 -0.01 0.02
H 0.4762 4.0786 1.3426 0.01 -0.01 0.01
H -0.4418 2.9667 0.2898 0.05 0.03 0.01
H 1.2739 3.2626 -0.0104 -0.01 -0.02 0.01
H 0.5756 2.6707 -2.0420 -0.03 -0.03 -0.03
H -0.6678 3.7934 -2.5976 0.01 0.01 0.00
H -0.2883 2.3473 -3.5384 0.02 0.00 0.00
H -2.9222 3.4089 -2.4365 0.00 0.01 -0.01
H -5.2396 3.3766 -1.9548 0.00 0.00 0.00
H -5.6218 2.7373 -0.3544 0.00 0.00 0.01
H -5.9144 1.7546 -1.7826 0.00 0.00 0.00
H -4.4354 0.2592 0.0052 0.00 0.00 0.01
H -3.0780 -1.3779 0.8703 0.03 0.01 -0.02
H -1.4209 -0.8771 1.2388 -0.01 0.02 0.03
H -1.7483 -1.8490 -0.1904 -0.04 0.04 0.00
H 2.9531 1.3278 -1.4126 0.01 0.02 -0.04
H 3.0127 2.6117 -2.6235 -0.01 0.00 0.01
H 4.1625 1.2815 -2.6929 0.01 0.01 -0.01
H 3.3044 1.3582 -5.0995 0.00 0.00 0.00
H 2.7845 0.8105 -7.3448 0.00 0.00 0.00
H 1.0657 0.5844 -7.6774 0.00 0.00 0.00
H 2.1184 -0.8147 -7.5145 0.00 0.00 0.00
H -0.0798 -1.1230 -5.8561 0.00 0.00 0.00
H -1.3383 -2.0165 -4.2022 0.00 -0.01 0.00
H -1.6949 -0.8695 -2.9107 -0.02 0.01 0.01
H -0.6068 -2.2211 -2.6101 0.00 0.02 0.01
```
Forces are in eV/Å.

As for the spin multiplicity: 2. The energy above the lowest of the compared OMol25 structures with the same formula, charge and spin comes out at 0.0 kJ/mol. The molar mass is 906.95 g mol⁻¹. Its HOMO-LUMO gap (spin up / spin down) is 7.60 / 6.54 eV.

A structure of composition C46H47N4O2PbS2Si, computed with the ωB97M-V functional and the def2-TZVPD basis.

XYZ file:
```
103
Properties=species:S:1:pos:R:3:forces:R:3
Pb 0.2427 -0.6749 1.3498 -0.31 -0.06 -0.32
C -2.2746 0.1811 3.5391 0.04 0.03 -0.09
N -1.0859 0.8565 2.9602 -0.09 -0.20 0.10
C -0.2242 1.2761 4.0818 0.06 -0.05 -0.05
C 1.2520 1.3456 3.7775 -0.04 0.01 -0.04
C 2.0894 2.1172 4.5664 0.03 0.03 0.04
C 3.4593 2.0359 4.3765 0.02 0.03 0.02
C 3.9606 1.1925 3.3948 0.04 0.02 0.01
C 3.0665 0.4811 2.6250 -0.06 -0.04 -0.04
N 1.7395 0.5604 2.8120 -0.01 -0.01 -0.05
C -1.4635 2.0076 2.1258 -0.01 -0.02 0.03
C -1.7800 1.6126 0.6582 -0.15 0.08 -0.04
C -2.1387 2.9855 -0.0360 0.04 -0.07 -0.19
C -3.6043 3.2955 -0.1081 0.03 0.13 0.00
C -4.5119 2.3527 0.0987 -0.01 -0.18 0.04
C -4.0754 0.9816 0.4037 -0.01 0.05 0.02
N -2.8795 0.6346 0.6541 0.09 0.00 -0.13
C -1.9982 -1.2344 3.9795 0.03 -0.01 -0.03
C -2.7105 -1.8099 5.0207 -0.02 0.04 0.05
C -2.5137 -3.1515 5.3044 0.00 -0.03 0.02
C -1.6012 -3.8752 4.5491 -0.01 -0.02 0.04
C -0.9163 -3.2192 3.5458 0.08 0.13 -0.02
N -1.1110 -1.9258 3.2617 -0.02 -0.06 0.10
H -2.6720 0.7681 4.3730 0.00 0.01 0.02
H -3.0415 0.1300 2.7719 0.00 0.05 0.00
H -0.5630 2.2319 4.4927 -0.01 0.01 0.01
H -0.3409 0.5367 4.8779 0.01 -0.01 0.01
H 1.6731 2.7529 5.3371 0.00 0.00 -0.01
H 4.1300 2.6216 4.9920 -0.01 -0.01 0.00
H 5.0233 1.0959 3.2233 -0.01 -0.01 -0.01
H 3.3976 -0.1658 1.8203 -0.02 0.02 0.01
H -2.2788 2.5787 2.5897 0.00 -0.03 -0.02
H -0.5838 2.6523 2.0483 -0.02 0.06 0.08
H -1.6361 3.7885 0.5151 0.02 -0.02 0.01
H -3.8890 4.3069 -0.3780 0.00 -0.03 0.03
H -5.5705 2.5633 0.0249 0.02 -0.02 0.01
H -4.8293 0.1958 0.4163 -0.01 0.06 0.00
H -3.4061 -1.2147 5.5990 0.00 -0.03 -0.02
H -3.0613 -3.6262 6.1085 0.02 0.01 -0.01
H -1.4133 -4.9218 4.7460 0.00 0.02 0.00
H -0.1712 -3.7374 2.9472 -0.05 0.02 0.00
O 2.1554 -0.5523 -0.4615 0.16 0.26 0.05
S 2.7247 0.2159 -1.6503 -0.09 -0.25 -0.02
C 1.2090 0.6948 -2.5295 0.00 0.02 0.00
C 1.2076 1.9034 -3.4627 0.04 0.02 0.05
C 1.1261 3.2908 -2.7994 -0.06 -0.10 0.02
C 0.2914 3.3723 -1.5251 0.00 -0.02 0.06
S -1.5133 3.3976 -1.7271 0.03 -0.07 0.06
O -0.6857 1.0018 0.1073 0.30 0.13 0.21
C -2.0443 2.1819 -2.8966 -0.12 0.12 0.00
C -2.4015 2.7347 -4.1261 -0.02 -0.02 0.02
C -2.8849 1.9049 -5.1251 -0.01 -0.04 -0.02
C -3.0502 0.5495 -4.8725 0.00 0.04 -0.02
C -2.7078 0.0197 -3.6336 0.00 0.00 0.02
C -2.1870 0.8263 -2.6332 0.04 -0.11 -0.10
C 3.3856 1.7563 -1.0728 0.01 0.00 0.00
C 2.8766 2.4155 0.0368 -0.02 0.00 0.02
C 3.4403 3.6203 0.4231 0.00 0.02 0.00
C 4.5044 4.1557 -0.2977 0.01 0.00 0.00
C 5.0180 3.4807 -1.3966 -0.02 0.00 -0.01
C 4.4668 2.2648 -1.7819 -0.02 0.02 -0.03
H 0.4612 0.7662 -1.7368 0.03 0.00 -0.05
H 0.9951 -0.2106 -3.1050 -0.03 0.05 0.03
H 0.3473 1.7616 -4.1187 0.00 0.01 -0.04
H 2.0818 1.8871 -4.1185 0.00 0.00 0.01
H 0.7939 4.0245 -3.5377 -0.03 -0.02 0.02
H 2.1229 3.6118 -2.4931 0.00 0.03 0.00
H 0.4630 4.3251 -1.0179 0.05 -0.03 -0.01
H 0.4826 2.5555 -0.8411 0.07 0.01 0.06
H -2.3164 3.8017 -4.2960 -0.01 -0.03 0.01
H -3.1599 2.3227 -6.0841 0.00 -0.01 0.01
H -3.4654 -0.0904 -5.6404 0.01 0.00 0.01
H -2.8675 -1.0337 -3.4366 -0.01 0.05 -0.01
H -1.8867 0.4103 -1.6824 -0.05 0.05 0.06
H 2.0493 1.9865 0.5883 0.00 0.00 -0.01
H 3.0549 4.1453 1.2890 0.02 0.00 -0.01
H 4.9460 5.0951 0.0089 -0.02 -0.01 -0.01
H 5.8535 3.8922 -1.9472 0.00 -0.01 0.02
H 4.8736 1.7202 -2.6269 0.00 0.01 0.04
C 2.0280 -2.4192 -4.7791 -0.04 0.00 0.00
C 2.6121 -2.7960 -3.5710 0.01 -0.02 0.01
C 1.8132 -3.1146 -2.4897 0.04 -0.04 -0.14
C 0.4142 -3.0372 -2.6073 0.15 0.10 0.11
C -0.1622 -2.6292 -3.8222 -0.04 0.02 -0.04
C 0.6451 -2.3365 -4.9067 0.02 0.01 -0.05
Si -0.6994 -3.5018 -1.2860 -0.17 0.04 -0.03
C -0.4473 -4.7116 0.0023 0.14 0.09 0.11
C -1.6099 -5.2773 0.5554 -0.04 0.02 0.11
C -1.5064 -6.3100 1.4709 -0.01 -0.03 0.04
C -0.2510 -6.7607 1.8621 -0.01 0.02 -0.03
C 0.9106 -6.1854 1.3448 0.01 0.01 0.00
C 0.8188 -5.1745 0.4098 -0.02 -0.12 0.02
H 2.6576 -2.1959 -5.6316 -0.01 0.00 0.02
H 3.6890 -2.8565 -3.4834 -0.02 0.01 -0.02
H 2.2782 -3.4102 -1.5588 -0.01 0.03 -0.02
H -1.2401 -2.5643 -3.9291 0.07 -0.01 0.02
H 0.2009 -2.0501 -5.8509 0.02 -0.01 0.00
H -2.0417 -2.8989 -1.3208 -0.02 -0.12 -0.11
H -2.5923 -4.9196 0.2636 0.04 -0.01 0.00
H -2.4004 -6.7638 1.8775 0.02 -0.01 -0.01
H -0.1720 -7.5758 2.5707 0.00 0.02 0.00
H 1.8812 -6.5449 1.6603 -0.03 -0.01 0.00
H 1.7253 -4.7536 -0.0054 -0.03 -0.03 0.01
```
Forces are in eV/Å.

The energy above the lowest of the compared OMol25 structures with the same formula, charge and spin comes out at 135.3 kJ/mol. The molar mass is 987.33 g mol⁻¹. The net charge is +3. Its HOMO-LUMO gap is 6.91 eV.

A structure of composition CNO5S2Sm at a distorted geometry, computed with the ωB97M-V functional and the def2-TZVPD basis.

XYZ file:
```
10
Properties=species:S:1:pos:R:3:forces:R:3
O 1.5889 -1.2968 1.6872 -1.03 0.22 -1.00
C 0.4524 -1.6503 1.9856 1.07 -0.49 2.72
O -0.1419 -2.2071 2.8434 -0.26 1.20 -2.73
Sm 1.4018 0.4210 -0.1245 -2.29 -1.66 0.21
N -0.3767 0.9802 -1.8311 -0.17 -1.03 0.47
S -0.0534 2.6010 -1.5031 -0.94 0.82 -0.30
O 1.2077 2.4362 -0.4700 0.37 0.28 0.44
S -1.6916 0.2468 -1.1365 2.27 -3.43 -1.11
O -0.5340 -0.4949 0.4628 0.97 0.90 -0.63
O -1.8532 -1.0362 -1.9138 0.02 3.20 1.93
```
Forces are in eV/Å.

As for the spin multiplicity: 6. The molar mass is 320.51 g mol⁻¹. Its HOMO-LUMO gap (spin up / spin down) is 6.43 / 6.54 eV.

The molecule C4H5NO at a distorted geometry, computed with the ωB97M-V functional and the def2-TZVPD basis.

XYZ file:
```
11
Properties=species:S:1:pos:R:3:forces:R:3
C -1.3651 0.3447 -0.1616 -0.06 0.00 0.00
C -0.3449 -0.6177 0.3942 -0.05 -0.21 0.01
O -0.6201 -1.4933 1.1803 0.16 0.35 -0.33
C 1.1014 -0.5161 -0.1196 0.04 -0.48 -0.31
C 1.6221 1.7163 0.4157 0.32 0.54 -0.81
N 1.5392 0.8482 -0.3839 -0.36 0.27 1.68
H -2.3642 -0.0693 -0.0146 0.16 0.05 0.00
H -1.1810 0.5360 -1.2229 -0.01 -0.01 0.12
H -1.3003 1.3084 0.3550 0.05 -0.14 -0.05
H 1.1824 -1.0434 -1.0628 -0.12 -0.44 -0.05
H 1.7574 -0.9804 0.6233 -0.13 0.07 -0.26
```
Forces are in eV/Å.

The energy above the lowest of the compared OMol25 structures with the same formula, charge and spin comes out at 177.3 kJ/mol. The molar mass is 83.09 g mol⁻¹. Its HOMO-LUMO gap is 10.74 eV.

Question: What is the formula in the third record?
Answer: C46H47N4O2PbS2Si